[1]
ORCA calculation (ωB97M-V/def2-TZVPD) on a molecular structure, C26H16N5O3Pt.

CARTESIAN COORDINATES (ANGSTROEM)
Pt1 0.31817 0.02415 0.78083
O1 3.77204 -0.63305 2.75820
C1 2.65584 -0.59344 2.26976
O2 2.27704 0.14085 1.28667
C2 1.57638 -1.50153 2.84500
C3 1.87717 -2.30332 3.96278
C4 0.91488 -3.12066 4.46366
C5 -0.35096 -3.16786 3.83535
C6 -1.38900 -4.01289 4.29314
C7 -2.59126 -4.04574 3.64890
C8 -2.80228 -3.23668 2.51244
C9 -1.82242 -2.40559 2.04823
C10 -0.57625 -2.34656 2.70939
N1 0.40347 -1.50379 2.24715
H1 2.87128 -2.21957 4.37652
H2 1.09868 -3.74373 5.33122
H3 -1.20625 -4.63182 5.16365
H4 -3.38281 -4.69319 4.00382
H5 -3.75438 -3.27348 1.99881
H6 -1.97474 -1.79049 1.17352
O3 -1.58055 -0.14253 0.02228
N2 -2.54827 0.67382 0.24659
C11 -2.56506 1.45319 1.29089
C12 -3.70831 2.31420 1.39860
N3 -4.61619 3.01156 1.51050
C13 -1.65053 1.46881 2.40446
N4 -1.06839 1.45596 3.39794
N5 0.39606 1.63833 -0.34388
C14 0.61095 1.59098 -1.58709
C15 0.91886 0.33924 -2.35986
C16 0.09490 -0.06587 -3.40507
C17 0.35208 -1.24483 -4.09000
C18 1.45265 -2.01963 -3.75037
C19 2.28858 -1.61201 -2.71898
C20 2.02149 -0.44191 -2.02338
C21 0.54909 2.86630 -2.38098
C22 1.21019 3.00925 -3.59771
C23 1.15827 4.20955 -4.29531
C24 0.43371 5.27800 -3.78985
C25 -0.23553 5.14085 -2.57874
C26 -0.17584 3.94687 -1.88055
H7 -0.76194 0.54236 -3.67051
H8 -0.30903 -1.56015 -4.88819
H9 1.65703 -2.93860 -4.28636
H10 3.14913 -2.21167 -2.44831
H11 2.65510 -0.13255 -1.20143
H12 1.77500 2.17715 -3.99969
H13 1.68598 4.30782 -5.23639
H14 0.38724 6.21225 -4.33620
H15 -0.80904 5.96840 -2.17928
H16 -0.68220 3.82327 -0.93216

- energy relative to the best compared isomer or geometry (same formula, charge and spin) (kcal per mole) = 4.6
- highest occupied orbital energy (eV) = -5.089
- E_LUMO (eV) = 1.91
- Kohn-Sham gap (Eh) = 0.2571
- DFT total energy (a.u.) = -1619.2626
- charge = -1


[2]
ORCA calculation (ωB97M-V/def2-TZVPD) on C3H6N2O2 in the gas phase at a distorted geometry.

CARTESIAN COORDINATES (ANGSTROEM)
O1 -1.46713 -0.70739 1.01627
C1 -0.40427 -0.28313 0.67988
N1 0.43512 0.64259 1.33410
C2 1.46427 0.96880 0.36524
C3 0.87852 0.68040 -0.99297
N2 0.13336 -0.60733 -0.61079
O2 -1.03945 -0.77200 -1.61667
H1 0.66611 0.24528 2.27083
H2 2.30340 0.42356 0.69750
H3 1.59697 1.99530 0.41341
H4 1.49525 0.60264 -1.81267
H5 -0.03101 1.30895 -1.22446
H6 -1.58864 -1.18388 -0.91736

- energy relative to the best compared isomer or geometry (same formula, charge and spin) (kcal per mole) = 80.1
- structure (SMILES) = O=C1NCCN1O
- highest occupied orbital energy (eV) = -9.821
- E_LUMO (eV) = 0.77
- Kohn-Sham gap (Eh) = 0.3891
- DFT total energy (a.u.) = -377.8317


[3]
ORCA calculation (ωB97M-V/def2-TZVPD) on 5 unconnected molecules or ions with the total composition C28H57N4O5 at a distorted geometry.

CARTESIAN COORDINATES (ANGSTROEM)
C1 -1.72174 -4.07106 1.67978
C2 -1.73384 -2.82287 1.25346
N1 -2.60148 -2.40508 0.18780
C3 -1.91296 -2.70859 -1.15634
C4 -2.45338 -1.86928 -2.31108
C5 -3.81409 -1.22940 -2.04729
C6 -4.93083 -2.23371 -2.31360
O1 -4.82746 -3.36222 -1.48012
C7 -6.01687 -3.78632 -0.83298
C8 -5.64579 -4.49818 0.45456
C9 -6.80280 -5.30646 1.04599
N2 -3.80115 -0.58085 -0.70679
C10 -5.14314 -0.41864 -0.07838
N3 -5.14519 0.61789 0.94423
C11 -6.43755 1.33287 1.06131
C12 -2.88731 -1.07997 0.18272
N4 -2.34197 -0.17904 0.99724
H1 -1.17228 -4.31339 2.57659
H2 -2.20004 -4.88180 1.14856
H3 -1.01777 -2.13068 1.68010
H4 -0.85980 -2.50088 -0.97398
H5 -2.03133 -3.77400 -1.31721
H6 -2.56449 -2.50405 -3.18630
H7 -1.70159 -1.11977 -2.55546
H8 -3.92543 -0.42111 -2.77259
H9 -5.92722 -1.78845 -2.29350
H10 -4.78394 -2.56325 -3.34831
H11 -6.61218 -4.43556 -1.48070
H12 -6.64518 -2.92218 -0.58645
H13 -5.26693 -3.75263 1.15573
H14 -4.80566 -5.15877 0.23215
H15 -7.47885 -5.67650 0.28043
H16 -7.35073 -4.70797 1.77254
H17 -6.40320 -6.14420 1.61351
H18 -5.83137 -0.13615 -0.86596
H19 -5.42972 -1.37406 0.36981
H20 -5.00780 0.15082 1.82974
H21 -6.26782 2.40493 0.98764
H22 -7.14455 1.04638 0.28503
H23 -6.91364 1.14337 2.02106
H24 -2.09119 -0.36260 1.95421
H25 -2.17952 0.74837 0.64392
C13 4.13727 -2.72204 -0.60776
C14 3.46913 -1.38473 -0.92245
C15 2.01120 -1.79217 -1.03712
O2 1.82116 -2.90145 -0.15001
C16 3.10002 -3.38566 0.28632
H26 5.10668 -2.62379 -0.12327
H27 4.27138 -3.30095 -1.52453
H28 3.60147 -0.69426 -0.08767
H29 3.84675 -0.90381 -1.82293
H30 1.76441 -2.12045 -2.05489
H31 1.32502 -0.98744 -0.75492
H32 3.23933 -3.09973 1.33363
H33 3.10881 -4.47372 0.21974
C17 4.16978 1.08164 -6.16715
C18 5.04625 2.05592 -5.38313
C19 4.53186 1.85976 -3.96367
O3 4.09905 0.49884 -3.87612
C20 4.04344 -0.07569 -5.18577
H34 4.59480 0.77846 -7.12208
H35 3.19058 1.52715 -6.35582
H36 6.09324 1.75434 -5.45028
H37 4.96771 3.08779 -5.72033
H38 3.67626 2.51275 -3.75728
H39 5.29472 2.03991 -3.20550
H40 4.87494 -0.77960 -5.29368
H41 3.10830 -0.62687 -5.29408
C21 3.51942 3.50744 0.66295
C22 2.03762 3.22281 0.88129
C23 1.99197 1.70443 0.75871
O4 3.24781 1.22049 1.22277
C24 4.16485 2.31978 1.35950
H42 3.85022 4.46129 1.06915
H43 3.75047 3.48950 -0.40513
H44 1.74660 3.52547 1.88683
H45 1.38170 3.72401 0.16950
H46 1.86167 1.39754 -0.28770
H47 1.19484 1.25038 1.35579
H48 4.31003 2.51963 2.42244
H49 5.12305 2.04279 0.91891
C25 2.41839 5.93027 5.28642
C26 3.80596 5.83802 5.91614
C27 4.32772 4.53610 5.32422
O5 3.72863 4.41034 4.02788
C28 2.67712 5.37120 3.89467
H50 2.00993 6.93903 5.26590
H51 1.71827 5.28962 5.82707
H52 4.42271 6.67656 5.58694
H53 3.79545 5.83078 7.00435
H54 4.02914 3.67499 5.93075
H55 5.41208 4.52287 5.21585
H56 3.01110 6.15750 3.20869
H57 1.79950 4.88796 3.46578

- highest occupied orbital energy (eV) = -11.118
- E_LUMO (eV) = -3.01
- Kohn-Sham gap (Eh) = 0.2980
- DFT total energy (a.u.) = -1695.9378
- charge = +1


[4]
ORCA calculation (ωB97M-V/def2-TZVPD) on 3 unconnected molecules or ions with the total composition C38H41BO4P at a distorted geometry.

CARTESIAN COORDINATES (ANGSTROEM)
C1 -1.55914 1.38442 -5.72267
C2 -0.67332 2.77953 -5.80651
C3 0.81114 2.39205 -5.14060
C4 1.97398 3.51195 -5.48533
C5 3.02505 3.76282 -4.23649
C6 4.23529 2.65675 -4.13820
C7 3.92313 1.38740 -3.13850
C8 3.97157 1.80046 -1.51961
B1 2.47112 1.99701 -0.87594
P1 2.40433 3.37700 0.50512
C9 1.90159 5.07306 -0.26545
C10 0.82720 2.86759 1.52965
H1 -1.78968 1.14084 -4.58523
H2 -2.58109 1.49705 -6.28377
H3 -1.01433 0.45372 -6.17717
H4 -1.22337 3.55380 -5.09736
H5 -0.58980 3.15115 -6.91740
H6 1.05540 1.31064 -5.56821
H7 0.60368 2.31950 -3.96962
H8 1.40718 4.54442 -5.65629
H9 2.55958 3.26608 -6.49355
H10 2.37027 3.85629 -3.25502
H11 3.55741 4.82303 -4.35497
H12 4.60649 2.30727 -5.21474
H13 5.16424 3.23034 -3.65579
H14 4.82590 0.62156 -3.29080
H15 2.88214 0.88687 -3.35874
H16 4.64349 2.73549 -1.30888
H17 4.47323 0.85736 -0.98806
H18 2.22780 0.98331 -0.28399
H19 1.62650 2.26631 -1.65112
H20 1.60786 5.85249 0.58727
H21 0.89564 4.86469 -0.86344
H22 2.73983 5.57094 -0.91329
H23 0.32588 1.91416 1.01841
H24 1.13463 2.63915 2.63513
H25 0.01191 3.72785 1.42897
C11 -0.97207 -0.91610 -2.83791
C12 -1.82942 0.09481 -2.40430
C13 -3.12517 -0.21829 -1.99043
C14 -3.56954 -1.54570 -2.02165
C15 -2.72050 -2.55300 -2.47839
C16 -1.41452 -2.23913 -2.87665
C17 -3.19490 -3.94941 -2.56247
O1 -2.44856 -4.83541 -2.96022
C18 -4.58347 -4.26091 -2.16887
C19 -5.06435 -5.57043 -2.29829
C20 -6.37219 -5.87635 -1.91581
C21 -7.19830 -4.88043 -1.39568
C22 -6.72370 -3.57390 -1.27088
C23 -5.41657 -3.26188 -1.66758
C24 -4.93570 -1.86989 -1.56509
O2 -5.66263 -0.99307 -1.11239
H26 0.04080 -0.67338 -3.15177
H27 -1.48871 1.12765 -2.38615
H28 -3.78721 0.57544 -1.64823
H29 -0.74152 -3.02220 -3.22150
H30 -4.42480 -6.35453 -2.70050
H31 -6.74523 -6.89273 -2.02204
H32 -8.21475 -5.11995 -1.09089
H33 -7.37602 -2.80061 -0.86853
C25 2.90312 -0.40681 3.31626
C26 1.96262 -1.35581 2.91646
C27 1.12681 -1.95205 3.86208
C28 1.23997 -1.60709 5.21436
C29 2.19694 -0.67646 5.61720
C30 3.02288 -0.06609 4.66432
C31 2.35873 -0.34178 7.04685
O3 3.19671 0.47826 7.40117
C32 1.50263 -1.01566 8.04337
C33 1.68461 -0.75088 9.40705
C34 0.87034 -1.37381 10.35532
C35 -0.13135 -2.25324 9.94534
C36 -0.31119 -2.52315 8.58789
C37 0.51422 -1.91029 7.63582
C38 0.33958 -2.22966 6.20514
O4 -0.53750 -3.00601 5.84430
H34 3.54828 0.06468 2.57816
H35 1.87796 -1.63067 1.86743
H36 0.39136 -2.68828 3.54195
H37 3.76303 0.67143 4.96972
H38 2.46231 -0.06311 9.73533
H39 1.01681 -1.17078 11.41400
H40 -0.77053 -2.73308 10.68332
H41 -1.09207 -3.21459 8.27562

- highest occupied orbital energy (eV) = -3.439
- E_LUMO (eV) = 0.60
- Kohn-Sham gap (Eh) = 0.1484
- DFT total energy (a.u.) = -2139.6949
- charge = -1


[5]
ORCA calculation (ωB97M-V/def2-TZVPD) on C20H27N3O5S in the gas phase.

CARTESIAN COORDINATES (ANGSTROEM)
C1 2.20268 0.79125 2.39270
O1 2.22557 2.01456 1.70764
C2 0.99238 2.39741 1.14157
C3 -0.02704 2.89560 2.17374
C4 -1.18951 3.63462 1.50791
N1 -1.94721 2.76665 0.64189
C5 -1.87089 2.79346 -0.69933
S1 -1.07079 4.01991 -1.49040
N2 -2.47884 1.79455 -1.39530
C6 -2.72040 1.93299 -2.81582
C7 -1.89485 0.97758 -3.67749
C8 -0.38759 1.17814 -3.48488
O2 0.35211 0.07409 -3.96281
C9 -3.01588 0.61356 -0.73814
C10 -1.96295 -0.22573 -0.04878
C11 -1.00075 -0.90621 -0.71595
C12 -0.03307 -1.70285 -0.03947
C13 1.00596 -2.35712 -0.70774
C14 1.91206 -3.13061 -0.01405
C15 1.77121 -3.29433 1.38103
C16 0.76386 -2.62892 2.05782
C17 -0.13012 -1.82263 1.36107
N3 -1.11669 -1.12500 2.00544
C18 -2.02144 -0.28761 1.40660
O3 -2.80366 0.36088 2.09473
O4 2.60555 -4.09262 2.10310
C19 3.41500 -4.94335 1.31614
C20 3.98254 -4.17584 0.12499
O5 2.93323 -3.72531 -0.70330
H1 3.22534 0.60049 2.71352
H2 1.87030 -0.02461 1.73700
H3 1.55360 0.82306 3.27557
H4 1.23705 3.21000 0.45321
H5 0.56927 1.56300 0.56000
H6 0.48085 3.57874 2.85618
H7 -0.42290 2.05859 2.75393
H8 -1.86154 4.02613 2.27735
H9 -0.81321 4.46448 0.90542
H10 -2.45443 2.03060 1.11719
H11 -2.47174 2.96188 -3.08425
H12 -3.78694 1.76697 -3.00806
H13 -2.16151 1.14186 -4.72418
H14 -2.14492 -0.05870 -3.43359
H15 -0.14926 1.25165 -2.42207
H16 -0.06588 2.10984 -3.96330
H17 0.27580 0.04339 -4.92245
H18 -3.49884 0.01159 -1.51015
H19 -3.78039 0.88950 0.00004
H20 -0.93123 -0.86220 -1.79102
H21 1.11897 -2.24299 -1.77381
H22 0.69173 -2.74897 3.12698
H23 -1.17486 -1.19002 3.01525
H24 2.81764 -5.79010 0.95246
H25 4.20657 -5.30741 1.97210
H26 4.56707 -3.31968 0.48855
H27 4.61297 -4.81421 -0.49480

- energy relative to the best compared isomer or geometry (same formula, charge and spin) (kcal per mole) = 70.9
- structure (SMILES) = COCCCNC(=S)N(CCCO)Cc1cc2cc3c(cc2[nH]c1=O)OCCO3
- highest occupied orbital energy (eV) = -7.690
- E_LUMO (eV) = -0.06
- Kohn-Sham gap (Eh) = 0.2804
- DFT total energy (a.u.) = -1716.9868